Density functional theory data (ωB97M-V with the def2-TZVPD basis set) for a cluster of 2 separate species, C2H3NS in total in a non-equilibrium geometry.

```
7
Properties=species:S:1:pos:R:3:forces:R:3
C -1.644640 -0.403288 0.346011 -0.796 0.096 1.058
C -1.071791 -0.982895 -0.511468 0.776 -0.012 -0.958
N 2.741138 0.611413 -0.269814 -0.073 -1.102 -1.258
S 3.842406 -0.405080 0.113437 -0.480 0.913 0.335
H -2.215077 -0.058580 1.160642 -0.198 0.349 0.301
H -0.481586 -1.304691 -1.318849 0.238 -0.415 -0.389
H 2.414446 1.454215 0.175717 0.532 0.171 0.910
```
Positions in Å, forces in eV/Å.

Energy relative to the best compared isomer or geometry (same formula, charge and spin) in kJ/mol: 393.8
HOMO (spin up / spin down) in eV: -8.502 / -8.500
Frontier orbital gap (spin up / spin down) in eV: 7.46 / 7.47
Total charge: 0
Electronic energy in eV: -14443.3878